No. 1
# C4H12OS2

A cluster of 2 separate species, C4H12OS2 in total in a non-equilibrium geometry (wB97M-V/def2-TZVPD, the OMol25 dataset).

Structure (XYZ):
```
19
Properties=species:S:1:pos:R:3
S 1.511 -0.555 -0.490
S 0.884 -2.517 -0.546
O 1.172 3.586 4.916
C -1.329 -1.966 -2.509
C 0.250 -2.319 -2.386
C 0.065 0.084 0.617
C 0.081 1.626 0.498
H 0.433 -3.369 -2.984
H -0.531 2.454 1.137
H -0.891 -0.315 0.048
H -1.664 -2.022 -3.505
H 0.292 3.217 4.864
H 1.110 2.031 0.475
H 1.568 3.459 5.772
H -1.562 -0.881 -2.338
H -2.046 -2.608 -1.900
H -0.215 1.904 -0.470
H 0.084 -0.360 1.601
H 0.788 -1.449 -2.800
```

Results
E   -28050.576 eV
Energy relative to the best compared isomer or geometry (same formula, charge and spin)   46.4 kcal/mol
⟨S²⟩   0.75
Highest occupied orbital energy (spin up / spin down)   -13.6295 / -13.6295 eV
Multiplicity   2
Net charge   +1
LUMO energy (spin up / spin down)   -4.51 / -8.27 eV

=====

No. 2
# C2H8NO2

A cluster of 2 separate species, C2H8NO2 in total in a non-equilibrium geometry (wB97M-V/def2-TZVPD, the OMol25 dataset).

Structure (XYZ):
```
13
Properties=species:S:1:pos:R:3
O -0.069 1.673 0.712
O 0.856 0.512 -2.330
N -0.182 -0.806 -0.227
C -0.641 -0.577 1.218
C -0.410 0.875 1.537
H -0.407 -0.021 -0.854
H -0.519 1.131 2.602
H 0.041 -1.229 1.765
H 0.835 -0.787 -0.248
H -1.683 -0.885 1.265
H 1.721 0.361 -2.741
H 0.986 1.461 -2.162
H -0.528 -1.708 -0.536
```

Results
E   -7781.722 eV
Energy relative to the best compared isomer or geometry (same formula, charge and spin)   28.5 kcal/mol
Highest occupied orbital energy   -15.2618 eV
Net charge   +1
LUMO energy   -3.66 eV

=====

No. 3
# C3H6S2

An isolated molecule of C3H6S2 in a non-equilibrium geometry (wB97M-V/def2-TZVPD, the OMol25 dataset).

Structure (XYZ):
```
11
Properties=species:S:1:pos:R:3
S 1.545 -0.799 -1.025
S -1.980 -0.449 -1.059
C -0.861 -0.848 0.375
C 0.428 1.382 0.176
C 0.311 -0.074 -0.076
H -0.536 1.796 0.457
H 1.133 1.549 0.996
H 0.802 1.914 -0.699
H -1.306 -0.480 1.297
H 1.162 -2.068 -0.867
H -0.697 -1.922 0.426
```

Results
E   -24876.950 eV
Energy relative to the best compared isomer or geometry (same formula, charge and spin)   40.5 kcal/mol
Highest occupied orbital energy (spin up / spin down)   -7.8071 / -7.8083 eV
Net charge   0
LUMO energy (spin up / spin down)   -0.79 / -0.79 eV

=====

No. 4
# C2H3N3S3

A structure of composition C2H3N3S3 in a non-equilibrium geometry (wB97M-V/def2-TZVPD, the OMol25 dataset).

Structure (XYZ):
```
11
Properties=species:S:1:pos:R:3
S 1.784 -1.198 -0.346
S 1.221 1.909 -0.124
S -3.244 0.170 0.631
N -1.505 0.273 -1.325
N -0.657 -0.402 0.594
N -0.258 0.108 -1.543
C 0.316 -0.286 -0.390
C -1.809 0.024 -0.011
H 2.137 -1.389 1.026
H -0.437 -0.701 1.537
H 2.450 1.491 -0.049
```

Results
E   -39095.201 eV
Energy relative to the best compared isomer or geometry (same formula, charge and spin)   39.2 kcal/mol
Highest occupied orbital energy (spin up / spin down)   -9.3254 / -8.8941 eV
Net charge   0
LUMO energy (spin up / spin down)   -2.46 / -2.29 eV

=====

No. 5
# C11H15N

A cluster of 2 separate species, C11H15N in total in a non-equilibrium geometry (wB97M-V/def2-TZVPD, the OMol25 dataset).

Structure (XYZ):
```
27
Properties=species:S:1:pos:R:3
N -1.458 -1.179 -2.364
C 1.246 2.785 1.291
C 1.150 4.284 1.501
C 1.573 -0.523 0.422
C -2.273 -2.095 -1.665
C 0.744 -0.083 -1.819
C -1.769 -2.235 -0.411
C -0.349 -0.883 -1.604
C -2.253 -3.226 0.583
C -0.553 -1.471 -0.304
C 0.497 -1.418 0.588
C 1.726 0.051 -0.838
H -3.164 -2.316 -2.230
H 0.593 4.519 2.414
H -3.069 -2.690 1.128
H 0.539 -2.111 1.425
H 0.931 0.519 -2.703
H 2.025 2.459 1.992
H -2.655 -4.176 0.254
H -1.595 -3.469 1.422
H 0.512 4.841 0.804
H 2.535 0.727 -1.082
H 2.362 -0.523 1.155
H -1.424 -1.144 -3.366
H 2.133 4.734 1.533
H 1.623 2.441 0.335
H 0.374 2.181 1.540
```

Results
E   -13139.750 eV
Energy relative to the best compared isomer or geometry (same formula, charge and spin)   24.0 kcal/mol
Structure (SMILES)   Cc1c[nH]c2ccccc12.CC
Highest occupied orbital energy   -7.8026 eV
Net charge   0
LUMO energy   0.95 eV

=====

No. 6
# C8H26CaO18P2S2

A structure of composition C8H26CaO18P2S2 in a non-equilibrium geometry (wB97M-V/def2-TZVPD, the OMol25 dataset).

Structure (XYZ):
```
57
Properties=species:S:1:pos:R:3
Ca -1.087 -0.154 1.297
S -1.716 -0.978 4.047
S -1.129 2.779 1.688
P -0.910 0.218 -2.413
P 2.602 -0.307 1.149
O -0.578 1.747 -2.531
O -0.515 -0.211 3.583
O -0.248 1.915 0.807
O 3.572 -1.534 1.383
O -2.702 -0.061 4.625
O -0.922 -2.539 0.830
O -0.373 3.278 2.848
O -2.168 1.796 2.142
O -2.279 0.128 -3.182
O 3.254 0.739 2.111
O -3.399 -0.407 0.406
O 1.194 -0.570 1.325
O -2.289 -1.574 2.770
O -1.742 3.892 0.940
O 0.070 -0.557 -3.394
O -0.928 -0.270 -1.048
O -1.317 -2.007 5.026
O 2.914 0.224 -0.328
C 3.072 -2.850 1.156
C 4.163 0.801 -0.660
C -4.080 0.741 -0.077
C 2.486 1.965 2.316
C -1.045 -3.682 0.024
C -2.605 0.980 -4.266
C 1.291 -1.082 -2.866
C 0.542 2.336 -1.869
H -3.204 1.820 -3.911
H 3.654 -3.338 0.371
H 2.118 -0.646 -3.433
H 1.218 1.587 -1.452
H 4.717 1.084 0.239
H 1.425 -0.876 -1.809
H -3.145 0.410 -5.018
H -2.097 -3.995 -0.022
H -0.448 -4.510 0.417
H 4.022 1.730 -1.215
H -1.737 1.439 -4.745
H 1.542 1.793 2.840
H 0.216 2.962 -1.042
H -3.397 1.589 -0.097
H -0.789 -3.383 -0.995
H -1.526 -2.554 1.623
H 1.126 2.913 -2.595
H 2.016 -2.869 0.881
H -4.457 0.564 -1.096
H -4.049 -1.084 0.599
H 3.092 2.667 2.882
H -4.899 1.024 0.588
H 2.196 2.394 1.355
H 1.318 -2.160 -3.038
H 3.200 -3.416 2.078
H 4.759 0.098 -1.244
```

Results
E   -104269.988 eV
Energy relative to the best compared isomer or geometry (same formula, charge and spin)   0.0 kcal/mol
Highest occupied orbital energy   -1.0301 eV
Net charge   -2
LUMO energy   3.95 eV

=====

Q: Look up the E of the third one.
A: -24876.950 eV

=====

Q: What is the formula in the second record?
A: C2H8NO2